1.
The following is a DFT calculation (ωB97M-V/def2-TZVPD) of C27H27AsN2O4PtSe as an isolated structure in a non-equilibrium geometry.

Last column: natural (NBO) charge in e.
Cartesian coordinates (Å):
1 Pt 0.19987 0.39464 -0.29972  0.830
2 O -2.01184 -3.10640 -1.36429  -0.685
3 C -1.42165 -2.17575 -0.83997  0.669
4 O -0.46885 -1.49817 -1.26981  -0.763
5 C -1.94591 -1.73612 0.66346  0.671
6 O -2.58377 -2.58267 1.26801  -0.694
7 O -1.62688 -0.57659 0.98721  -0.783
8 C 0.35727 7.58772 -1.00579  -0.623
9 C -0.05977 6.37268 -0.22557  -0.005
10 C -0.66240 5.28572 -0.83432  -0.233
11 C -1.03084 4.15923 -0.11315  0.010
12 C -1.74372 3.06687 -0.85154  -0.654
13 C -0.77087 4.07076 1.27045  -0.362
14 As -1.11517 2.17000 1.92592  1.129
15 N 0.51012 1.57336 1.38254  -1.019
16 C 1.75364 1.73709 1.86713  0.274
17 C 2.83138 1.04402 1.26677  -0.278
18 C 4.11844 1.17954 1.72257  -0.197
19 C 4.40671 1.99387 2.81249  -0.305
20 C 3.36635 2.66865 3.43311  -0.196
21 C 2.07332 2.54929 2.97340  -0.333
22 C -1.18939 2.25986 3.93359  -0.259
23 C -0.55859 1.30365 4.73593  0.000
24 C 0.15711 0.13116 4.13936  -0.659
25 C -0.63139 1.40258 6.12138  -0.234
26 C -1.37132 2.39377 6.74058  -0.024
27 C -1.40465 2.55266 8.23439  -0.619
28 C -2.13643 3.23046 5.93902  -0.251
29 C -2.08057 3.14873 4.55679  -0.030
30 C -3.01470 3.98061 3.72643  -0.649
31 C -0.20384 5.18604 1.89074  0.088
32 C 0.04706 5.33368 3.37006  -0.666
33 C 0.13304 6.31081 1.13972  -0.276
34 H 0.16666 7.44643 -2.06679  0.207
35 H 1.42214 7.77651 -0.87310  0.212
36 H -0.18505 8.47135 -0.66380  0.200
37 H -0.84747 5.31069 -1.90104  0.195
38 H -1.88893 3.33996 -1.89609  0.205
39 H -2.71443 2.86543 -0.39010  0.219
40 H -1.16156 2.12289 -0.81124  0.239
41 H 2.60145 0.39518 0.42015  0.220
42 H 4.91984 0.64564 1.23254  0.199
43 H 5.42680 2.10303 3.16100  0.187
44 H 3.56878 3.29634 4.29723  0.188
45 H 1.27734 3.08568 3.46713  0.203
46 H -0.33388 -0.17285 3.21389  0.261
47 H 0.14971 -0.70745 4.83689  0.203
48 H 1.19402 0.37925 3.90944  0.238
49 H -0.10280 0.67795 6.72976  0.194
50 H -0.77581 1.81380 8.72600  0.206
51 H -2.42323 2.44529 8.60934  0.205
52 H -1.05030 3.54586 8.51300  0.206
53 H -2.78738 3.95889 6.41086  0.188
54 H -3.63093 4.63320 4.34589  0.199
55 H -3.66557 3.31009 3.15940  0.227
56 H -2.47133 4.58663 3.00373  0.237
57 H -0.24303 4.45418 3.93272  0.233
58 H -0.52142 6.18625 3.75440  0.201
59 H 1.10382 5.53898 3.54939  0.217
60 H 0.57135 7.16012 1.65274  0.183
61 Se 1.01961 1.01213 -2.65030  -0.100
62 C 2.64027 1.72709 -2.43314  0.012
63 N 3.70413 2.18380 -2.41319  -0.457

Computed properties:
Electronic energy   -6212.11656 hartree
Total charge   -2
Gap between HOMO and LUMO   6.0 eV
LUMO level   4.11 eV
Relative energy (zero: lowest compared OMol25 entry of this formula, charge and spin)   41.3 kcal/mol
HOMO energy   -1.90 eV

***

2.
The following is a DFT calculation (ωB97M-V/def2-TZVPD) of C27H27Cl2IN2O3PSTc as an isolated structure in a non-equilibrium geometry.

Last column: natural (NBO) charge in e.
Cartesian coordinates (Å):
1 Tc 0.59134 -0.37408 -0.02470  1.162
2 C -1.10877 -4.55257 4.31901  -0.132
3 C 0.05299 -4.23339 3.63334  -0.204
4 C 0.05041 -3.20909 2.69542  -0.134
5 C -1.12867 -2.51956 2.43331  -0.438
6 C -2.30644 -2.84636 3.12242  -0.188
7 C -2.28913 -3.86499 4.05477  -0.182
8 P -1.33388 -1.14889 1.26054  1.326
9 C -2.53184 -1.67573 0.02434  -0.472
10 C -2.82325 -3.03638 -0.12494  -0.103
11 C -3.72653 -3.43670 -1.09582  -0.204
12 C -4.32203 -2.49885 -1.92931  -0.125
13 C -4.02913 -1.14566 -1.78883  -0.198
14 C -3.12511 -0.73345 -0.82706  -0.208
15 C -1.96759 0.17879 2.30871  -0.461
16 C -1.20900 0.45298 3.45552  -0.187
17 C -1.67653 1.36264 4.38443  -0.198
18 C -2.89464 2.00384 4.17122  -0.139
19 C -3.63756 1.74234 3.02822  -0.198
20 C -3.18152 0.82715 2.08951  -0.130
21 H -1.09208 -5.32927 5.07171  0.254
22 H 0.96474 -4.78251 3.82505  0.250
23 H 0.96760 -2.95777 2.19178  0.219
24 H -3.22524 -2.30535 2.92806  0.231
25 H -3.19685 -4.11774 4.58594  0.254
26 H -2.36840 -3.77403 0.52179  0.239
27 H -3.97717 -4.48430 -1.19471  0.257
28 H -5.02057 -2.82168 -2.69014  0.256
29 H -4.52660 -0.42231 -2.42187  0.242
30 H -2.89276 0.31736 -0.70608  0.214
31 H -0.28030 -0.08008 3.63094  0.232
32 H -1.11148 1.54819 5.28864  0.252
33 H -3.27604 2.69077 4.91539  0.255
34 H -4.58947 2.23381 2.87759  0.252
35 H -3.78780 0.60047 1.22228  0.225
36 O -0.45095 0.95272 -1.14171  -0.958
37 S -0.71789 2.15555 -2.10202  1.232
38 C 0.84096 2.42402 -3.01119  -0.569
39 C 0.72804 1.65962 -4.32717  -0.418
40 C -0.73335 1.77683 -4.75363  -0.422
41 C -1.56682 1.40081 -3.53340  -0.559
42 H 1.65495 2.10859 -2.35806  0.253
43 H 0.91675 3.50163 -3.16778  0.278
44 H 1.00969 0.61314 -4.18956  0.213
45 H 1.39399 2.08990 -5.07373  0.275
46 H -0.96925 1.12233 -5.59134  0.273
47 H -0.95206 2.80170 -5.05840  0.241
48 H -1.57057 0.32861 -3.32959  0.254
49 H -2.58964 1.77303 -3.56585  0.275
50 I 3.53812 2.87034 4.34333  0.356
51 C 2.17960 2.29235 2.88203  -0.279
52 C 1.05515 2.99993 2.46485  0.049
53 N 0.44526 2.27936 1.51836  -0.307
54 N 1.10605 1.12506 1.29819  -0.349
55 C 2.16827 1.12516 2.12787  -0.003
56 H 0.67936 3.95684 2.79232  0.277
57 H -0.41651 2.49221 1.04032  0.444
58 H 2.86931 0.30535 2.14715  0.272
59 Cl 2.94936 -0.85212 -1.91024  0.091
60 C 2.21199 -2.39229 -1.42281  -0.309
61 Cl 0.43718 -2.19003 -1.56324  0.215
62 C 2.48243 -2.54921 0.10527  0.741
63 O 3.17624 -3.40798 0.52879  -0.420
64 O 1.85016 -1.60407 0.79089  -0.672
65 H 2.56373 -3.21899 -2.03241  0.308

Computed properties:
Electronic energy   -3417.72583 hartree
Total charge   +3
Gap between HOMO and LUMO (alpha / beta)   5.7 / 5.1 eV
LUMO level (alpha / beta)   -10.89 / -11.53 eV
Relative energy (zero: lowest compared OMol25 entry of this formula, charge and spin)   10.5 kcal/mol
HOMO energy (alpha / beta)   -16.61 / -16.59 eV
2S+1   4

***

3.
The following is a DFT calculation (ωB97M-V/def2-TZVPD) of C27H27CrFI2N5O2SSi as an isolated structure.

Last column: natural (NBO) charge in e.
Cartesian coordinates (Å):
1 Cr -0.45267 -0.28264 -0.17291  1.283
2 O -0.50653 -1.39370 4.06641  -0.969
3 S -1.19056 -0.67151 3.02106  2.329
4 O -2.34238 -1.28877 2.41982  -0.944
5 N -0.18336 -0.19481 1.86806  -1.021
6 C 1.16975 0.09731 2.24212  0.093
7 C 1.60982 0.52761 3.48701  -0.257
8 C 2.96708 0.74803 3.70258  -0.204
9 C 3.89146 0.54134 2.69544  -0.252
10 C 3.47436 0.13267 1.42004  -0.078
11 C 4.36830 -0.09436 0.32385  -0.277
12 C 3.82532 -0.43658 -0.92168  -0.280
13 C 2.47197 -0.56606 -1.08999  -0.042
14 N 1.57884 -0.41926 -0.04788  -0.720
15 C 2.09211 -0.06282 1.20465  0.186
16 C -1.77525 0.82370 3.78037  -0.242
17 C -1.99244 1.97039 3.03007  -0.208
18 C -2.51165 3.09708 3.65252  -0.202
19 C -2.80696 3.07395 5.00886  -0.215
20 C -2.58087 1.92318 5.75236  -0.225
21 C -2.06168 0.79203 5.13823  -0.206
22 H 0.91487 0.66873 4.30268  0.222
23 H 3.29635 1.07620 4.68100  0.198
24 H 4.94867 0.70376 2.87307  0.196
25 H 5.43335 0.03387 0.46300  0.193
26 H 4.46372 -0.57063 -1.78644  0.205
27 H 2.03373 -0.75338 -2.05695  0.205
28 H -1.77047 1.96893 1.97041  0.237
29 H -2.68923 3.99379 3.07220  0.210
30 H -3.21097 3.95657 5.48961  0.203
31 H -2.80451 1.90663 6.81194  0.205
32 H -1.86522 -0.11073 5.70058  0.237
33 C -2.13710 -0.67548 -4.47875  -1.144
34 Si -0.60111 -1.10783 -3.50832  1.843
35 C 0.86734 -1.23067 -4.67223  -1.137
36 C -0.86361 -2.86342 -2.94861  -1.121
37 N -0.30935 0.00799 -2.21399  -1.146
38 C -0.15017 1.34629 -2.51590  0.121
39 C -0.11845 1.93508 -3.80055  -0.221
40 C 0.05334 3.29889 -3.99620  -0.215
41 C 0.19536 4.17478 -2.92918  -0.266
42 C 0.15356 3.64776 -1.64345  -0.239
43 C -0.01274 2.29886 -1.50250  0.311
44 F -0.06171 1.80415 -0.20324  -0.335
45 H -2.38407 -1.48735 -5.16998  0.223
46 H -2.05181 0.24603 -5.05535  0.229
47 H -2.96743 -0.54956 -3.77854  0.257
48 H 0.60000 -1.87245 -5.51798  0.226
49 H 1.70973 -1.70108 -4.15658  0.231
50 H 1.21586 -0.27752 -5.06817  0.233
51 H -0.94489 -3.46188 -3.86182  0.229
52 H -1.78286 -2.99811 -2.38117  0.238
53 H -0.02618 -3.25684 -2.36745  0.227
54 H -0.23571 1.30620 -4.66875  0.202
55 H 0.06886 3.67992 -5.01019  0.203
56 H 0.32729 5.23641 -3.08486  0.207
57 H 0.24349 4.26230 -0.75763  0.228
58 I -2.33981 -6.02579 0.94730  0.178
59 C -1.20303 -4.36655 0.53813  -0.292
60 C 0.17339 -4.26267 0.59258  -0.027
61 N 0.48092 -3.01137 0.25035  -0.307
62 N -0.61858 -2.29538 -0.01201  -0.321
63 C -1.65732 -3.09624 0.16675  0.005
64 H 0.93312 -4.98073 0.84855  0.233
65 H 1.36346 -2.50706 0.25234  0.458
66 H -2.65778 -2.71764 0.03890  0.266
67 I -3.05701 0.31046 -0.43363  -0.435

Computed properties:
Electronic energy   -3896.95152 hartree
Total charge   -1
Gap between HOMO and LUMO (alpha / beta)   4.5 / 6.9 eV
LUMO level (alpha / beta)   2.02 / 2.02 eV
Relative energy (zero: lowest compared OMol25 entry of this formula, charge and spin)   31.1 kcal/mol
HOMO energy (alpha / beta)   -2.51 / -4.84 eV
2S+1   5

***

4.
The following is a DFT calculation (ωB97M-V/def2-TZVPD) of C27H27F10N2O3PSScTe2 as an isolated structure.

Last column: Löwdin charge in e.
Cartesian coordinates (Å):
1 Sc -0.50224 1.48564 -0.39428  0.882
2 C -0.38971 2.87894 -3.31394  -0.059
3 C -0.62724 1.58510 -4.07705  -0.362
4 C -1.30656 1.95145 -5.39929  -0.051
5 C -1.47025 0.57369 -3.28462  -0.245
6 C -1.84285 -0.66918 -4.09995  -0.044
7 O -1.07700 -1.72457 -3.49490  0.034
8 C -0.47180 -1.24142 -2.41234  -0.283
9 N -0.69341 -0.00516 -2.13538  0.093
10 C 0.38786 -2.30898 -1.80838  -0.104
11 C 1.02024 -3.11028 -2.75738  0.007
12 C 1.71528 -4.25172 -2.39281  -0.021
13 C 1.71929 -4.66580 -1.07256  -0.032
14 C 1.08237 -3.89244 -0.11966  -0.061
15 C 0.46051 -2.68664 -0.45390  -0.286
16 P 0.00853 -1.58090 0.89726  1.292
17 C 2.54960 -1.09867 2.56393  -0.196
18 C 2.13235 -0.78471 3.83050  -0.053
19 C 3.00136 0.01920 4.56152  -0.055
20 C 4.20555 0.43155 4.00543  -0.049
21 C 4.55364 0.07341 2.71056  -0.054
22 C 3.70321 -0.71370 1.94227  -0.009
23 C -0.95001 -2.61204 2.01564  -0.372
24 C -0.48812 -3.52950 2.95821  -0.088
25 C -1.40045 -4.21759 3.74197  -0.055
26 C -2.76272 -3.99938 3.58891  -0.052
27 C -3.22265 -3.07639 2.66227  -0.053
28 C -2.31945 -2.36562 1.88845  -0.091
29 H 0.34952 3.48926 -3.83223  0.109
30 H 0.00985 2.79913 -2.29893  0.015
31 H -1.31581 3.45444 -3.24841  0.095
32 H 0.33713 1.10555 -4.28241  0.158
33 H -2.32268 2.31189 -5.22231  0.097
34 H -1.35325 1.13006 -6.11134  0.073
35 H -0.75407 2.75779 -5.87926  0.093
36 H -2.36424 1.07204 -2.89405  0.141
37 H -1.52846 -0.60975 -5.13767  0.124
38 H -2.89597 -0.94083 -4.05118  0.143
39 H 0.95708 -2.84056 -3.80113  0.130
40 H 2.21944 -4.83359 -3.15158  0.122
41 H 2.21074 -5.58415 -0.78317  0.121
42 H 1.08427 -4.21996 0.91044  0.099
43 H 1.18446 -1.11925 4.22831  0.119
44 H 2.72246 0.31972 5.56161  0.125
45 H 4.87176 1.05717 4.58182  0.121
46 H 5.47346 0.43101 2.27153  0.123
47 H 3.92217 -0.97593 0.91786  0.137
48 H 0.56927 -3.71073 3.09498  0.103
49 H -1.04333 -4.92432 4.47825  0.115
50 H -3.46646 -4.53833 4.20802  0.115
51 H -4.28230 -2.88799 2.56105  0.115
52 H -2.67573 -1.60053 1.20675  0.094
53 S -3.25558 5.21885 0.17772  1.118
54 C -4.25539 3.91763 -0.30262  -0.354
55 C -3.49289 2.86036 -0.66356  -0.223
56 N -2.13615 3.07968 -0.58847  -0.115
57 C -1.88174 4.29208 -0.14860  -0.451
58 H -5.32897 3.98593 -0.28039  0.080
59 H -3.86482 1.89858 -0.98111  0.114
60 H -0.87720 4.65767 0.00850  0.081
61 F 0.81587 3.27656 3.90905  -0.382
62 Te 0.14228 1.88075 2.90536  1.941
63 F -1.67057 0.62296 0.79943  -0.445
64 F -0.50293 1.15547 4.60485  -0.537
65 F 1.67169 -1.98546 1.80596  -0.118
66 F -1.54112 2.68778 2.83587  -0.417
67 O 0.38520 2.88615 1.19124  -0.817
68 F 1.05814 3.76759 -0.80348  -0.423
69 Te 2.21926 2.59339 0.27979  1.802
70 F 2.82145 2.50705 -1.52806  -0.383
71 F 3.95377 1.85642 0.40807  -0.362
72 F 2.45767 2.08447 2.18443  -0.478
73 F 2.98889 4.19414 0.76417  -0.307
74 O 1.36850 0.95549 -0.05557  -0.644

Computed properties:
Electronic energy   -4415.20713 hartree
Total charge   +1
Gap between HOMO and LUMO   7.9 eV
LUMO level   -4.30 eV
Relative energy (zero: lowest compared OMol25 entry of this formula, charge and spin)   60.4 kcal/mol
HOMO energy   -12.20 eV

***

> electronic energy of number 2 (C27H27Cl2IN2O3PSTc)?

-3417.72583 hartree

***

> Number 1 is which compound?

C27H27AsN2O4PtSe